Entry 1:
{
  "formula": "C18H40IrNO3PSSi3",
  "method": "ωB97M-V/def2-TZVPD",
  "elements": ["Ir", "C", "Si", "C", "C", "C", "Si", "C", "C", "C", "Si", "C", "C", "C", "C", "C", "C", "C", "N", "H", "H", "H", "H", "H", "H", "H", "H", "H", "H", "H", "H", "H", "H", "H", "H", "H", "H", "H", "H", "H", "H", "H", "H", "H", "H", "H", "H", "C", "S", "O", "O", "O", "H", "H", "H", "C", "P", "C", "C", "H", "H", "H", "H", "H", "H", "H", "H", "H"],
  "positions_angstrom": [[-1.060, 0.617, 0.163], [0.131, -2.812, -1.677], [1.098, -1.987, -0.298], [2.860, -2.453, -0.705], [0.691, -2.772, 1.354], [0.856, -0.021, -0.224], [1.633, 0.811, -1.810], [0.933, 0.093, -3.379], [3.488, 0.587, -1.724], [1.415, 2.677, -1.783], [1.742, 0.577, 1.403], [3.324, -0.261, 1.901], [1.975, 2.419, 1.512], [0.386, 0.126, 2.642], [0.566, -0.116, 3.997], [-0.515, -0.427, 4.803], [-1.781, -0.476, 4.234], [-1.913, -0.222, 2.889], [-0.853, 0.057, 2.109], [-0.022, -3.863, -1.416], [0.738, -2.807, -2.583], [-0.830, -2.389, -1.941], [2.912, -3.519, -0.458], [3.653, -1.953, -0.160], [3.057, -2.369, -1.773], [0.735, -3.856, 1.212], [-0.288, -2.536, 1.766], [1.436, -2.529, 2.114], [1.225, -0.944, -3.539], [1.327, 0.668, -4.221], [-0.154, 0.169, -3.420], [3.871, -0.427, -1.779], [3.910, 1.074, -0.841], [3.879, 1.134, -2.588], [0.804, 3.061, -0.971], [0.985, 2.995, -2.735], [2.394, 3.152, -1.697], [4.109, -0.118, 1.158], [3.228, -1.325, 2.106], [3.665, 0.232, 2.816], [2.745, 2.771, 0.823], [2.319, 2.647, 2.525], [1.064, 2.990, 1.337], [1.563, -0.062, 4.415], [-0.380, -0.621, 5.859], [-2.660, -0.697, 4.824], [-2.885, -0.218, 2.416], [-1.514, 4.422, -1.549], [-2.042, 2.880, -0.909], [-1.412, 1.716, -1.652], [-3.466, 2.848, -0.889], [-1.421, 2.664, 0.478], [-2.208, 4.674, -2.349], [-0.492, 4.357, -1.901], [-1.605, 5.140, -0.734], [-4.200, -0.166, 0.159], [-2.676, -0.881, -0.518], [-2.675, -2.578, 0.078], [-2.931, -0.830, -2.301], [-5.013, -0.502, -0.490], [-4.191, 0.923, 0.141], [-4.397, -0.532, 1.164], [-3.615, -3.024, -0.258], [-2.652, -2.590, 1.167], [-1.844, -3.155, -0.312], [-3.677, -1.590, -2.545], [-2.029, -1.010, -2.875], [-3.319, 0.155, -2.556]],
  "homo_lumo_gap_ev": [7.47, 6.84],
  "e_above_lowest_ev": 0.3412,
  "e_homo_ev": [-15.3, -15.5],
  "lumo_energy_ev": [-7.83, -8.64],
  "multiplicity": 2,
  "charge": 2,
  "total_energy_ha": -2702.24707
}

=====

Entry 2:
{
  "formula": "C5H6O3",
  "method": "ωB97M-V/def2-TZVPD",
  "elements": ["C", "C", "C", "C", "O", "H", "H", "H", "H", "H", "H", "O", "C", "O"],
  "positions_angstrom": [[-1.398, 0.115, 1.094], [-0.503, -0.036, 0.105], [-0.846, 0.339, -1.311], [0.443, -1.299, 0.271], [1.093, -1.690, -0.652], [-2.381, 0.532, 0.925], [-1.217, -0.255, 2.092], [-1.785, -0.109, -1.634], [-0.921, 1.422, -1.401], [-0.058, -0.019, -1.972], [0.528, -1.631, 1.314], [2.992, 0.062, -0.081], [2.178, 0.812, 0.323], [1.876, 1.757, 0.928]],
  "smiles": "C=C(C)C=O.O=C=O",
  "homo_lumo_gap_ev": 9.72,
  "e_above_lowest_ev": 1.2195,
  "e_homo_ev": -10.1,
  "lumo_energy_ev": -0.41,
  "charge": 0,
  "total_energy_ha": -419.79459
}

=====

Entry 3:
{
  "formula": "C7H12CuIN4O3",
  "method": "ωB97M-V/def2-TZVPD",
  "elements": ["Cu", "C", "C", "N", "O", "C", "C", "N", "O", "H", "H", "H", "H", "H", "H", "H", "N", "C", "H", "N", "C", "O", "C", "I", "H", "H", "H", "H"],
  "positions_angstrom": [[0.676, 0.575, 1.235], [2.212, -1.390, -2.193], [1.537, -1.056, -0.890], [1.878, 0.060, -0.214], [2.742, 0.818, -0.926], [0.492, -1.872, -0.322], [0.068, -3.216, -0.815], [-0.059, -1.276, 0.710], [-1.163, -1.736, 1.009], [1.778, -0.916, -3.080], [2.060, -2.483, -2.322], [3.297, -1.179, -2.107], [2.774, 1.684, -0.477], [-0.423, -3.602, 0.121], [0.986, -3.815, -1.075], [-0.567, -3.073, -1.680], [1.362, 0.389, 4.120], [1.115, 0.569, 3.000], [1.372, 0.416, 5.132], [-2.689, 0.979, 0.209], [-1.912, 2.033, 0.267], [-0.663, 1.894, 0.616], [-2.425, 3.460, -0.091], [-4.497, 3.665, -0.464], [-2.327, 0.116, 0.636], [-3.659, 1.055, -0.044], [-1.928, 3.776, -0.987], [-2.038, 4.123, 0.632]],
  "homo_lumo_gap_ev": [8.50, 6.52],
  "e_above_lowest_ev": 0.3411,
  "e_homo_ev": [-12.3, -12.1],
  "lumo_energy_ev": [-3.81, -5.61],
  "multiplicity": 2,
  "charge": 1,
  "total_energy_ha": -2656.48679
}

=====

Entry 4:
{
  "formula": "C6H7NS",
  "method": "ωB97M-V/def2-TZVPD",
  "elements": ["C", "C", "C", "C", "C", "C", "N", "S", "H", "H", "H", "H", "H", "H", "H"],
  "positions_angstrom": [[3.139, -1.090, 0.192], [0.912, -1.076, -0.485], [1.775, 1.343, -0.157], [0.569, 0.878, 0.572], [-0.199, -0.416, 0.190], [-1.338, -0.118, -0.864], [1.954, -1.490, 0.015], [3.230, 0.683, -0.224], [4.020, -1.661, 0.221], [1.112, 0.769, 1.558], [-0.143, 1.829, 0.419], [-0.554, -0.960, 1.049], [-2.162, 0.278, -0.278], [-1.789, -1.076, -1.375], [-1.057, 0.503, -1.683]],
  "homo_lumo_gap_ev": 8.21,
  "e_above_lowest_ev": 6.0243,
  "e_homo_ev": -8.0,
  "lumo_energy_ev": 0.17,
  "charge": 0,
  "total_energy_ha": -685.54849
}

=====

Entry 5:
{
  "formula": "C23H14Br2N2OPdS",
  "method": "ωB97M-V/def2-TZVPD",
  "elements": ["Pd", "S", "C", "C", "C", "C", "C", "C", "N", "C", "C", "C", "C", "C", "C", "C", "H", "H", "H", "H", "H", "H", "H", "H", "C", "C", "C", "C", "C", "C", "Br", "C", "C", "Br", "C", "O", "C", "N", "H", "H", "H", "H", "H", "H"],
  "positions_angstrom": [[-0.097, -0.732, -0.242], [0.707, 0.909, -4.435], [-0.265, 2.134, -3.676], [-0.635, 3.388, -4.155], [-1.400, 4.194, -3.335], [-1.792, 3.767, -2.060], [-1.430, 2.523, -1.587], [-0.664, 1.700, -2.408], [-0.212, 0.429, -2.093], [0.520, -0.082, -3.030], [1.111, -1.382, -2.780], [1.915, -2.083, -3.672], [2.458, -3.298, -3.287], [2.190, -3.807, -2.021], [1.386, -3.104, -1.127], [0.845, -1.898, -1.512], [-0.329, 3.725, -5.136], [-1.694, 5.175, -3.683], [-2.383, 4.427, -1.439], [-1.707, 2.176, -0.600], [2.118, -1.677, -4.657], [3.097, -3.845, -3.966], [2.622, -4.751, -1.717], [1.190, -3.506, -0.140], [-3.012, -1.406, 1.341], [-1.999, -0.894, 2.326], [-2.300, -0.780, 3.693], [-1.354, -0.309, 4.558], [-0.075, 0.052, 4.090], [0.974, 0.528, 4.908], [0.717, 0.749, 6.777], [2.189, 0.831, 4.367], [2.416, 0.682, 2.994], [4.117, 1.116, 2.302], [1.443, 0.239, 2.095], [1.637, 0.142, 0.833], [0.160, -0.085, 2.701], [-0.814, -0.548, 1.861], [-3.947, -1.668, 1.832], [-2.626, -2.288, 0.831], [-3.213, -0.648, 0.582], [-3.280, -1.064, 4.052], [-1.574, -0.217, 5.613], [2.991, 1.186, 5.000]],
  "homo_lumo_gap_ev": [6.21, 6.21],
  "e_above_lowest_ev": 1.4028,
  "e_homo_ev": [-7.1, -7.1],
  "lumo_energy_ev": [-0.87, -0.87],
  "charge": 0,
  "total_energy_ha": -6743.72099
}

=====

Entry 6:
{
  "formula": "CHCuLiO2",
  "method": "ωB97M-V/def2-TZVPD",
  "elements": ["H", "O", "C", "O", "Cu", "Li"],
  "positions_angstrom": [[-0.125, 0.099, 1.790], [0.525, 0.782, 0.492], [-0.131, -0.321, 0.657], [-1.002, -0.577, -0.193], [2.473, 1.677, 0.972], [-0.001, 0.615, -1.470]],
  "homo_lumo_gap_ev": 8.16,
  "e_above_lowest_ev": 2.3820,
  "e_homo_ev": -14.3,
  "lumo_energy_ev": -6.16,
  "charge": 1,
  "total_energy_ha": -1836.88278
}

=====

Entry 7:
{
  "formula": "C57H45BrCdGeN6O7S",
  "method": "ωB97M-V/def2-TZVPD",
  "elements": ["Cd", "O", "C", "C", "C", "C", "C", "C", "N", "H", "H", "H", "H", "H", "H", "H", "N", "C", "C", "C", "C", "C", "C", "N", "C", "C", "C", "S", "C", "N", "H", "H", "H", "H", "H", "H", "H", "C", "O", "C", "C", "C", "Br", "C", "C", "C", "O", "C", "N", "C", "C", "C", "C", "C", "C", "N", "H", "H", "H", "H", "H", "H", "H", "H", "H", "H", "H", "C", "Ge", "C", "C", "C", "C", "C", "C", "C", "C", "C", "C", "C", "C", "C", "C", "C", "C", "C", "C", "H", "H", "H", "H", "H", "H", "H", "H", "H", "H", "H", "H", "H", "H", "H", "O", "C", "O", "C", "C", "C", "C", "O", "C", "O", "C", "C", "H", "H", "H", "H", "H"],
  "positions_angstrom": [[0.231, 0.195, 1.852], [2.473, -1.269, 3.623], [2.996, -2.019, 2.538], [2.018, -3.005, 1.982], [2.008, -4.300, 2.447], [1.270, -5.310, 1.842], [0.584, -4.949, 0.686], [0.576, -3.658, 0.236], [1.192, -2.607, 0.903], [2.698, -0.331, 3.490], [3.873, -2.576, 2.891], [3.306, -1.348, 1.729], [2.645, -4.521, 3.296], [1.249, -6.318, 2.230], [0.003, -5.673, 0.129], [-0.038, -3.378, -0.604], [-2.322, 1.229, 5.264], [-1.912, 0.084, 5.911], [-2.169, -0.388, 7.184], [-1.602, -1.612, 7.542], [-0.812, -2.312, 6.638], [-0.557, -1.835, 5.356], [-1.114, -0.615, 4.972], [-1.059, 0.092, 3.792], [-1.792, 1.213, 3.984], [-2.008, 2.244, 3.066], [-2.660, 3.472, 3.293], [-2.558, 4.459, 1.862], [-1.708, 3.166, 1.068], [-1.515, 2.114, 1.783], [-2.902, 1.953, 5.639], [-2.788, 0.171, 7.875], [-1.780, -2.016, 8.532], [-0.378, -3.257, 6.943], [0.081, -2.388, 4.686], [-3.098, 3.861, 4.196], [-1.386, 3.270, 0.042], [-1.928, -2.964, 2.328], [-1.929, -1.873, 1.434], [-3.069, -1.675, 0.698], [-4.205, -2.487, 0.819], [-5.284, -2.197, -0.026], [-6.836, -3.312, 0.114], [-5.288, -1.192, -0.944], [-4.133, -0.363, -1.083], [-3.031, -0.631, -0.210], [-1.856, 0.110, -0.338], [-4.116, 0.615, -2.110], [-5.117, 0.858, -2.978], [-4.667, 1.839, -3.811], [-5.288, 2.464, -4.898], [-4.585, 3.454, -5.581], [-3.300, 3.836, -5.208], [-2.657, 3.227, -4.126], [-3.347, 2.232, -3.456], [-3.027, 1.449, -2.378], [-2.687, -2.844, 3.108], [-0.948, -2.976, 2.796], [-2.086, -3.908, 1.802], [-4.252, -3.320, 1.500], [-6.128, -1.004, -1.595], [-1.736, 0.690, 0.434], [-6.292, 2.182, -5.191], [-5.048, 3.942, -6.433], [-2.795, 4.623, -5.757], [-1.660, 3.525, -3.820], [-2.158, 1.402, -1.878], [1.105, -1.312, 0.515], [0.888, -1.077, -1.414], [-0.488, -2.006, -2.548], [-1.815, -1.576, -2.555], [-2.784, -2.234, -3.298], [-2.443, -3.349, -4.049], [-1.130, -3.804, -4.039], [-0.166, -3.142, -3.291], [1.001, 0.749, -2.168], [0.058, 1.239, -3.066], [0.265, 2.437, -3.740], [1.430, 3.158, -3.527], [2.381, 2.681, -2.634], [2.165, 1.489, -1.959], [2.629, -1.779, -2.156], [2.860, -1.713, -3.531], [4.036, -2.186, -4.093], [5.029, -2.714, -3.276], [4.839, -2.748, -1.903], [3.647, -2.287, -1.355], [-2.103, -0.721, -1.956], [-3.809, -1.880, -3.284], [-3.196, -3.867, -4.631], [-0.859, -4.683, -4.615], [0.849, -3.520, -3.281], [-0.850, 0.678, -3.255], [-0.482, 2.799, -4.437], [1.600, 4.089, -4.056], [3.295, 3.241, -2.465], [2.912, 1.120, -1.265], [2.099, -1.276, -4.172], [4.185, -2.146, -5.166], [5.946, -3.098, -3.709], [5.620, -3.134, -1.259], [3.509, -2.321, -0.280], [1.345, 1.993, 0.846], [2.168, 2.052, 1.785], [2.045, 1.399, 2.864], [3.366, 2.941, 1.635], [4.343, 2.985, 2.623], [5.467, 3.799, 2.503], [5.567, 4.551, 1.357], [6.563, 5.432, 0.990], [6.179, 5.946, -0.277], [4.939, 5.376, -0.648], [4.591, 4.516, 0.375], [3.476, 3.732, 0.482], [4.202, 2.368, 3.499], [6.223, 3.850, 3.275], [6.939, 5.689, -1.024], [6.080, 7.036, -0.215], [2.694, 3.696, -0.263]],
  "homo_lumo_gap_ev": [3.07, 4.00],
  "e_homo_ev": [0.5, -0.4],
  "lumo_energy_ev": [3.57, 3.57],
  "charge": -2,
  "total_energy_ha": -8271.15858
}

=====

Entry 8:
{
  "formula": "C3H2N2O",
  "method": "ωB97M-V/def2-TZVPD",
  "elements": ["C", "C", "C", "N", "N", "O", "H", "H"],
  "positions_angstrom": [[2.915, 0.505, 0.172], [0.925, -1.541, 0.161], [0.185, -0.273, 0.065], [3.900, 0.936, -0.218], [1.428, -0.474, 0.717], [0.851, -2.647, -0.233], [0.215, 0.040, -0.980], [-0.663, 0.184, 0.781]],
  "homo_lumo_gap_ev": 9.08,
  "e_above_lowest_ev": 4.1187,
  "e_homo_ev": -10.8,
  "lumo_energy_ev": -1.73,
  "charge": 0,
  "total_energy_ha": -300.08005
}

=====

| no. | molecular weight (g mol⁻¹) |
| --- | --- |
| 1 | 658.04 |
| 2 | 114.10 |
| 3 | 390.65 |
| 4 | 125.20 |
| 5 | 632.67 |
| 6 | 115.50 |
| 7 | 1223.02 |
| 8 | 82.06 |